{"formula": "C3H15N2O3", "method": "ωB97M-V/def2-TZVPD", "species": ["C", "C", "N", "C", "N", "H", "H", "H", "H", "H", "H", "H", "H", "H", "H", "H", "O", "H", "H", "O", "H", "H", "O"], "coordinates": [[1.5232, -1.7203, -1.2363], [1.4354, -1.4265, 0.2316], [0.8390, -0.1356, 0.5719], [-0.0391, -0.0542, 1.5138], [-0.6053, 1.0774, 1.8833], [2.1736, -1.0432, -1.7754], [1.7300, -2.7680, -1.4836], [0.5526, -1.7921, -1.7373], [0.8315, -2.2024, 0.6901], [2.4054, -1.5713, 0.7154], [1.0605, 0.6263, -0.0535], [-0.4094, -0.9311, 2.0187], [-0.1844, 1.9358, 1.5731], [-1.2966, 1.0843, 2.6096], [-1.0479, 0.6066, -2.8959], [-0.3453, 1.2737, -1.7310], [-0.9608, 0.5545, -1.9367], [0.8077, 3.4132, -0.2382], [-0.6106, 2.9940, -0.5616], [0.2770, 2.6253, -0.4218], [-2.2533, -2.2812, 0.0415], [-1.9870, -0.8278, -0.5435], [-1.8930, -1.4063, 0.2251]], "forces_ev_per_angstrom": [[-1.0, -0.7, -1.1], [0.2, -1.4, 0.4], [0.8, -1.0, -0.4], [-1.0, 0.7, 0.3], [0.4, 0.0, 0.1], [0.2, 0.0, -0.2], [1.2, 0.1, 0.7], [-0.3, 1.2, 0.3], [-0.4, 0.0, 0.1], [0.1, 0.6, -0.1], [-0.2, 0.4, 0.4], [0.4, -0.3, -0.1], [-0.3, 0.3, -0.1], [0.0, 0.0, 0.1], [-0.1, -0.2, 0.0], [-0.1, -0.2, 0.0], [0.1, 0.3, -0.1], [0.2, -0.1, -0.2], [0.1, -0.2, 0.0], [-0.3, 0.6, 0.2], [-0.1, 0.3, -0.3], [-0.1, -0.3, -0.2], [0.1, 0.0, 0.3]], "mol_weight_g_mol": 127.2, "de_lowest_kcal_mol": 5.9, "total_energy_ha": -458.32216, "charge": 1, "orbital_gap_ev": 11.333, "e_homo_ev": -14.3}


{"formula": "C10H10ClNO2Pt", "method": "ωB97M-V/def2-TZVPD", "species": ["Cl", "C", "C", "C", "H", "C", "C", "H", "H", "H", "C", "Pt", "C", "O", "C", "O", "H", "H", "H", "C", "C", "N", "H", "H", "H"], "coordinates": [[2.8567, -2.3383, -0.6410], [0.8508, 2.0123, -1.0045], [-0.4674, 1.8524, -1.4379], [-0.5894, 0.6223, -2.1518], [-1.2774, 2.5684, -1.2586], [0.7669, 0.0420, -2.3000], [1.6250, 0.8611, -1.4080], [2.7000, 0.7329, -1.3401], [1.2188, 2.8667, -0.4311], [-1.4689, 0.2673, -2.6879], [1.1887, -1.0709, -3.1619], [0.5167, -1.1886, -0.4804], [-1.3188, -1.5641, 0.0179], [-2.4505, -1.8501, 0.2209], [1.4481, -1.2321, 1.2024], [2.0969, -1.2441, 2.1739], [0.3637, -1.7685, -3.2091], [1.9457, -1.6122, -2.5889], [1.5544, -0.8263, -4.1440], [-2.1465, 0.4186, 4.5354], [-1.4961, 0.6503, 3.2506], [-0.9848, 0.7007, 2.2198], [-1.3825, 0.0732, 5.2496], [-2.9238, -0.3639, 4.4390], [-2.5870, 1.3835, 4.8528]], "forces_ev_per_angstrom": [[-0.4, -0.2, -0.1], [1.3, -0.3, 0.7], [-1.3, -0.5, -0.4], [1.1, 0.6, -0.7], [0.3, -0.4, -0.1], [-0.5, 2.3, 0.8], [-0.9, 0.3, -1.6], [-0.1, 0.1, 0.2], [0.0, -0.4, -0.2], [0.2, 0.0, 0.2], [-0.1, -0.8, 1.2], [1.0, -0.9, 0.0], [-8.0, -2.4, 1.1], [6.8, 1.9, -1.0], [3.8, 0.5, 6.9], [-3.3, 0.0, -4.5], [-0.4, -0.3, -0.7], [0.3, 0.2, -0.9], [0.1, 0.3, -0.5], [-0.1, 0.4, 0.2], [0.1, -0.7, -0.4], [0.0, 0.0, 0.0], [-0.4, 0.3, -0.1], [0.4, 0.5, 0.0], [0.1, -0.7, 0.1]], "spin_multiplicity": 5, "mol_weight_g_mol": 406.7, "s2": 6.019, "total_energy_ha": -1170.92210, "charge": 2, "orbital_gap_ev": [8.843, 5.405], "e_homo_ev": [-16.8, -17.8]}